1.
{"formula": "H16O8", "method": "ωB97M-V with the def2-TZVPD basis set", "elements": ["O", "H", "H", "O", "O", "H", "O", "H", "H", "H", "H", "H", "O", "O", "H", "H", "H", "O", "H", "H", "H", "H", "H", "O"], "coordinates": [[0.316, -0.314, 3.432], [0.786, -1.131, 3.597], [1.048, 0.386, -0.587], [0.652, 0.306, 0.280], [-0.699, -2.839, 1.148], [-3.510, -1.715, -0.498], [-0.634, 1.598, -3.636], [2.089, 1.608, -1.599], [3.277, 1.286, 0.231], [-1.218, -2.692, 0.357], [-1.260, -3.376, 1.706], [4.661, 1.661, -0.253], [-2.801, 0.180, 1.506], [-2.591, -1.450, -0.444], [-0.410, 2.500, -3.867], [-2.565, -0.820, 0.276], [0.427, -0.159, 2.494], [3.761, 1.984, -0.209], [2.282, 0.524, -2.638], [-0.234, -0.016, 0.111], [0.176, 1.232, -3.281], [-3.231, -0.217, 2.263], [-1.928, 0.413, 1.821], [1.607, 1.051, -2.210]], "atomic_forces_ev_per_a": [[-0.522, 0.119, 0.117], [0.182, -0.267, 0.135], [0.034, -0.061, -0.620], [-0.194, -0.119, 0.999], [0.449, 0.510, 0.286], [-0.626, -0.285, -0.221], [-1.164, -0.241, -0.326], [0.582, 0.793, 0.174], [-0.055, -0.185, 0.512], [-0.398, 0.021, -1.029], [-0.253, -0.464, 0.504], [0.353, 0.000, -0.051], [0.102, 0.012, -0.284], [0.946, -1.423, -1.340], [0.020, 0.651, -0.206], [-0.282, 1.432, 1.454], [0.400, 0.148, -0.503], [-0.500, 0.059, -0.404], [0.342, -0.207, -0.205], [-0.142, -0.065, -0.220], [0.956, -0.283, 0.603], [-0.256, -0.057, 0.386], [0.351, 0.369, 0.404], [-0.324, -0.457, -0.163]], "lowdin_charge": [-0.0049, 0.0483, -0.0107, -0.0278, 0.1343, 0.0993, 0.1409, 0.0410, 0.0284, 0.0299, 0.0873, 0.0546, 0.0066, 0.1098, 0.0857, -0.0243, -0.0087, -0.0279, 0.0907, 0.0170, 0.0128, 0.0889, 0.0575, -0.0287], "homo_lumo_gap_ha": [0.4354, 0.0919], "homo_energy_ev": [-14.90, -13.67], "largest_force_ha_per_bohr": 0.04223, "e_lumo_ev": [-3.0470, -11.1727], "total_energy_ev": -16628.97497, "multiplicity": 2, "total_charge": 1, "s_squared": 0.757}

---

2.
{"formula": "H16O8Sn", "method": "ωB97M-V with the def2-TZVPD basis set", "elements": ["H", "H", "O", "O", "H", "H", "O", "H", "H", "Sn", "H", "H", "O", "H", "H", "H", "O", "H", "O", "H", "O", "O", "H", "H", "H"], "coordinates": [[-3.486, -0.613, -0.488], [0.310, -2.039, -2.087], [1.859, -0.051, -1.415], [-0.801, -2.626, 0.552], [2.733, -0.075, -1.087], [1.245, 2.519, 0.590], [-1.442, 1.804, 1.871], [-3.361, -0.176, 0.858], [-1.268, 2.023, 2.802], [-0.095, -0.127, 0.227], [-2.222, 1.237, 1.999], [2.849, -0.850, 1.529], [-2.789, -0.411, 0.133], [-0.098, -3.292, 0.441], [2.036, 0.336, -2.260], [2.353, 2.079, 1.539], [-0.427, -1.408, -2.128], [0.190, 2.505, -1.671], [2.076, -1.337, 1.402], [-1.471, -2.963, -0.037], [-0.506, 2.176, -1.043], [1.616, 1.739, 1.005], [-1.296, 2.673, -1.134], [2.328, -2.247, 1.271], [-0.321, -0.875, -2.857]], "atomic_forces_ev_per_a": [[-0.025, -0.336, -1.147], [-0.248, 0.284, -0.431], [-1.028, -0.155, -0.018], [1.210, -0.180, -0.042], [1.660, -0.244, 1.297], [-0.282, 0.383, -0.092], [-0.439, -0.851, 0.550], [-0.080, 0.190, 1.027], [0.396, 0.307, -0.256], [-0.069, 0.112, 0.014], [0.077, 0.419, -0.281], [2.112, 1.182, 0.523], [0.089, 0.104, 0.024], [-0.218, 0.189, 0.432], [-0.388, 0.467, -1.310], [-0.222, -0.241, -0.012], [-0.435, -1.925, 3.439], [-1.345, -0.156, 0.685], [-2.557, -0.584, -0.720], [-0.865, -0.010, -0.344], [2.670, -1.046, -0.423], [0.413, -0.087, 0.169], [-1.173, 0.988, -0.277], [0.305, -0.538, 0.119], [0.441, 1.730, -2.926]], "lowdin_charge": [0.0826, 0.0790, -0.0956, -0.1169, 0.0546, 0.0405, -0.1032, 0.0617, 0.0873, 1.6886, 0.0401, 0.0328, -0.0978, 0.0846, 0.0814, 0.0986, -0.0615, 0.1073, -0.0600, 0.0619, -0.1022, -0.1249, 0.0631, 0.0748, 0.0232], "homo_lumo_gap_ha": 0.4040, "homo_energy_ev": -17.71, "largest_force_ha_per_bohr": 0.07711, "e_lumo_ev": -6.7162, "total_energy_ev": -22456.60865, "multiplicity": 1, "total_charge": 2}